Here is C34H35F4IN6O2S2Ti as an isolated structure from the OMol25 dataset. Energies are from ωB97M-V/def2-TZVPD.

Geometry as XYZ:
```
85
Properties=species:S:1:pos:R:3:forces:R:3:mulliken_charge:R:1
Ti 0.219 0.517 -0.581 1.6 -0.6 -1.3 -1.424
C -2.281 2.818 2.637 0.1 0.1 0.0 -1.235
C -2.552 1.407 2.247 0.9 0.0 -0.7 0.197
N -3.458 0.748 2.929 -0.1 0.3 0.3 -0.471
C -3.910 -0.427 2.533 -0.1 -0.5 -0.4 -0.950
C -3.611 -0.965 1.286 0.2 0.2 0.1 0.635
C -4.304 -2.223 0.812 0.3 -0.1 -0.3 -0.575
O -5.450 -2.540 1.531 -0.4 0.0 0.2 -0.542
C -2.604 -0.310 0.537 0.3 0.4 1.1 -0.169
C -2.497 -0.418 -0.881 -0.4 0.3 -0.6 -0.924
N -1.563 0.165 -1.569 -0.8 -0.7 0.4 1.346
C -1.764 0.440 -2.939 -0.3 0.2 -1.0 -0.285
C -2.103 -0.531 -3.881 0.1 0.1 0.2 -0.267
C -2.284 -0.191 -5.210 0.0 0.0 0.0 -1.005
C -2.120 1.119 -5.630 0.0 0.0 0.1 -0.807
C -1.851 2.112 -4.700 0.0 0.0 0.0 -0.503
C -1.691 1.768 -3.370 0.1 0.2 0.6 0.164
I -1.561 3.305 -1.915 -0.3 0.0 -0.6 0.232
C -1.907 0.797 1.135 -2.6 -0.9 1.1 1.333
O -0.809 1.259 0.597 -0.1 1.2 1.0 -0.108
H -3.215 3.375 2.562 0.0 0.0 0.0 0.489
H -1.544 3.280 1.987 0.1 0.1 0.0 0.115
H -1.964 2.877 3.673 0.1 0.1 0.1 0.267
H -4.596 -0.920 3.203 -0.1 -0.2 0.0 0.557
H -3.626 -3.071 0.968 0.0 0.1 -0.1 0.253
H -4.512 -2.166 -0.268 0.1 0.0 0.0 0.361
H -6.173 -1.937 1.315 0.1 -0.1 0.0 0.347
H -3.369 -0.819 -1.406 0.2 0.0 0.0 0.588
H -2.235 -1.556 -3.570 0.0 -0.1 0.1 0.599
H -2.582 -0.952 -5.913 0.1 -0.1 -0.1 0.472
H -2.238 1.384 -6.669 -0.1 0.0 -0.1 0.465
H -1.805 3.149 -4.999 0.0 0.0 0.0 0.478
C 1.028 2.599 3.616 -0.1 -0.3 0.2 -1.275
C 0.914 1.181 4.154 0.0 0.1 -0.1 -0.617
N 1.256 0.168 3.158 0.0 0.0 0.0 0.892
C 0.968 -1.164 3.684 -0.1 -0.1 0.0 -0.911
C -0.510 -1.528 3.589 0.3 0.1 0.0 -1.125
C 2.605 0.338 2.637 -0.2 0.2 -0.2 -2.014
C 2.537 0.971 1.229 0.1 0.2 0.9 -0.254
N 1.789 0.102 0.335 0.2 0.0 -0.1 1.681
C 2.293 -1.155 0.182 0.7 -2.1 0.0 0.702
C 1.387 -2.226 0.227 0.2 0.6 0.2 -0.407
F 0.056 -1.820 0.295 0.5 -0.4 0.0 0.559
C 1.789 -3.548 0.185 -0.1 0.2 0.0 -0.548
F 0.885 -4.525 0.273 0.0 0.1 0.0 -0.341
C 3.133 -3.853 0.024 -0.1 0.3 0.1 -0.794
C 4.050 -2.816 -0.088 -0.3 -0.1 0.1 0.203
F 5.330 -3.089 -0.297 -0.1 0.1 0.0 -0.307
C 3.647 -1.491 -0.001 -0.4 0.4 -0.2 0.276
F 4.542 -0.506 -0.179 0.0 -0.3 0.1 -0.353
H 0.548 2.662 2.643 -0.1 0.1 -0.1 0.084
H 0.533 3.285 4.294 -0.1 0.2 0.1 0.484
H 2.062 2.916 3.531 0.2 0.1 -0.1 0.362
H 1.552 1.068 5.048 -0.1 0.0 0.0 0.434
H -0.117 0.995 4.457 0.0 0.0 0.1 0.388
H 1.541 -1.892 3.105 0.0 0.0 0.1 0.411
H 1.286 -1.243 4.735 0.1 -0.1 -0.1 0.471
H -0.884 -1.336 2.583 0.0 0.0 0.0 0.013
H -0.627 -2.583 3.819 -0.1 -0.1 0.0 0.517
H -1.113 -0.968 4.297 -0.1 0.1 0.1 0.439
H 3.214 0.980 3.283 0.1 -0.1 -0.1 0.494
H 3.115 -0.628 2.571 0.0 0.1 0.0 0.659
H 1.989 1.908 1.305 0.1 0.0 0.0 -0.328
H 3.555 1.169 0.868 -0.3 0.0 -0.2 0.563
H 3.464 -4.878 -0.018 0.0 -0.1 0.0 0.548
C -0.456 -3.037 -2.318 -0.1 -0.2 0.1 -1.516
C 0.556 -2.054 -2.787 0.2 -0.2 -0.5 0.145
N 0.795 -0.859 -2.298 0.1 0.2 0.1 1.514
C 1.740 -0.185 -3.040 0.5 -0.5 -0.8 -0.788
C 2.251 -0.906 -4.086 -0.3 0.2 0.5 -0.320
S 1.518 -2.444 -4.172 -0.3 0.6 0.7 -0.178
C 2.078 1.184 -2.685 0.9 0.6 -0.8 -0.414
C 3.002 1.984 -3.299 -0.4 -0.2 0.4 -0.481
S 3.113 3.505 -2.523 -0.6 -0.6 0.4 -0.159
C 1.910 3.008 -1.396 0.3 0.3 -0.3 0.279
N 1.445 1.796 -1.624 0.3 0.6 -0.3 1.560
C 1.496 3.879 -0.272 -0.1 0.2 0.2 -0.904
H -1.152 -2.606 -1.601 0.1 0.0 -0.1 0.050
H 0.016 -3.906 -1.861 0.0 0.0 0.1 0.425
H -1.012 -3.420 -3.173 -0.1 0.0 0.0 0.585
H 3.007 -0.613 -4.787 0.1 0.1 -0.2 0.516
H 3.632 1.748 -4.133 0.1 -0.1 -0.2 0.506
H 1.249 4.879 -0.628 -0.1 0.0 0.0 0.537
H 2.319 4.002 0.436 0.0 -0.1 0.0 0.415
H 0.632 3.457 0.247 0.1 0.1 0.0 -0.310
```
Forces are in eV/Å.

Calculated values
Energy relative to the best compared isomer or geometry (same formula, charge and spin): 1.714 eV
Orbital gap: 0.23759 hartree
DFT total energy: -4138.17862 Ha
Total charge: +2
LUMO energy: -6.8 eV
Spin multiplicity: 1



Here is C44H45N3O8S2V as an isolated structure from the OMol25 dataset. Energies are from ωB97M-V/def2-TZVPD.

Geometry as XYZ:
```
103
Properties=species:S:1:pos:R:3:forces:R:3:mulliken_spin:R:1
V 1.833 -1.080 -0.220 0.5 -0.4 -2.4 2.206
O 3.086 -2.547 0.006 -0.7 0.0 0.8 0.033
C 3.753 -2.846 -1.061 1.1 -0.8 -0.9 0.103
C 3.968 -4.200 -1.381 -0.1 0.3 0.1 -0.042
C 4.748 -4.575 -2.460 0.1 -0.2 -0.1 0.114
C 5.370 -3.614 -3.244 0.2 -0.1 -0.2 -0.073
C 5.207 -2.273 -2.944 -0.1 -0.1 0.0 0.129
C 4.393 -1.855 -1.884 -0.1 -0.2 0.2 -0.113
C 4.315 -0.485 -1.498 1.0 0.2 -0.8 0.421
N 3.410 -0.083 -0.637 0.5 0.9 -0.2 0.027
N 3.594 1.046 0.051 -0.1 0.9 1.1 -0.077
C 2.679 1.085 1.028 1.9 0.5 -1.0 0.136
O 1.856 0.107 1.141 -1.1 0.9 2.0 -0.149
C 2.665 2.198 1.962 0.0 0.3 0.4 -0.013
C 1.580 2.419 2.825 0.2 -0.3 -0.3 0.054
C 1.599 3.477 3.709 0.0 0.3 0.2 -0.035
C 2.688 4.342 3.766 -0.1 0.0 0.1 0.067
C 3.772 4.124 2.924 0.0 0.2 0.0 -0.034
C 3.761 3.073 2.033 -0.1 -0.3 -0.1 0.051
H 3.500 -4.949 -0.752 0.0 0.1 0.0 -0.001
H 4.877 -5.628 -2.684 0.0 0.0 0.0 0.017
H 5.981 -3.912 -4.088 0.0 0.0 0.0 -0.001
H 5.727 -1.527 -3.535 -0.1 0.1 0.0 -0.006
H 5.102 0.203 -1.815 -0.1 0.0 0.1 0.018
H 0.734 1.750 2.782 -0.1 -0.1 -0.1 0.019
H 0.752 3.646 4.361 -0.1 0.0 0.0 -0.001
H 2.698 5.162 4.473 0.0 0.0 0.0 0.010
H 4.627 4.790 2.959 0.0 0.0 0.0 -0.002
H 4.597 2.876 1.381 0.1 0.0 -0.1 0.002
O -0.327 -0.013 -1.018 0.0 -0.2 0.4 0.054
C -0.919 -0.858 -1.996 0.6 -0.6 -0.4 0.055
C 0.117 -2.048 -2.315 -1.6 0.0 -0.3 -0.013
O -0.306 -3.062 -2.850 0.1 -0.2 -0.1 0.002
O 1.301 -1.765 -2.037 1.1 0.2 0.0 -0.062
C -2.281 -1.425 -1.701 -0.4 -0.2 0.2 -0.013
C -3.017 -1.206 -0.544 0.3 0.2 -0.3 -0.002
C -4.303 -1.715 -0.423 -0.3 -0.1 0.0 0.000
C -4.870 -2.464 -1.442 -0.1 0.0 0.2 0.000
C -4.137 -2.698 -2.596 0.0 0.0 -0.1 0.001
C -2.867 -2.173 -2.726 -0.1 -0.2 0.0 -0.001
C -1.040 -0.049 -3.282 0.1 0.3 -0.1 0.001
C 0.029 0.062 -4.161 0.0 -0.1 0.0 -0.012
C -0.112 0.743 -5.358 0.1 0.1 -0.1 -0.001
C -1.321 1.328 -5.690 0.0 0.1 -0.1 0.000
C -2.375 1.270 -4.794 -0.1 0.1 0.0 0.000
C -2.232 0.599 -3.595 0.1 0.1 0.0 0.000
H -0.743 -0.133 -0.143 -0.1 0.3 0.1 -0.002
H -2.602 -0.645 0.282 0.0 0.1 0.0 -0.002
H -4.871 -1.514 0.477 0.1 0.0 0.1 0.000
H -5.878 -2.855 -1.350 0.0 0.0 0.1 0.000
H -4.561 -3.276 -3.410 0.0 0.0 0.0 0.000
H -2.311 -2.346 -3.632 0.0 0.0 0.0 0.001
H 0.975 -0.392 -3.908 0.1 -0.1 0.0 0.006
H 0.726 0.808 -6.039 0.1 0.0 0.0 0.000
H -1.448 1.825 -6.642 0.0 0.1 0.0 0.000
H -3.314 1.752 -5.025 -0.1 0.1 0.0 0.000
H -3.051 0.577 -2.892 -0.1 -0.1 0.0 0.000
C 2.951 4.545 -0.793 0.0 0.1 0.0 0.003
C 1.558 4.451 -0.207 -0.1 -0.8 -0.1 -0.005
S 0.811 2.765 -0.539 0.9 1.5 -1.3 0.025
O -0.499 2.815 0.106 -1.4 -0.1 0.9 0.002
C 0.473 3.096 -2.355 0.1 -0.4 0.5 0.005
C -0.853 3.800 -2.514 0.0 0.1 0.1 -0.001
H 3.526 5.308 -0.271 0.1 0.0 0.0 0.000
H 2.941 4.802 -1.850 0.0 0.0 -0.1 0.000
H 3.451 3.587 -0.671 0.3 -0.1 0.0 -0.001
H 0.886 5.228 -0.568 -0.2 -0.1 0.0 0.001
H 1.607 4.502 0.878 -0.1 -0.1 0.1 0.000
H 0.443 2.109 -2.809 0.0 0.0 0.0 -0.004
H 1.320 3.647 -2.757 0.1 0.0 -0.1 0.001
H -1.577 3.297 -1.876 -0.2 0.0 0.0 0.000
H -1.201 3.779 -3.543 0.0 -0.1 -0.2 0.000
H -0.794 4.838 -2.193 0.0 0.2 0.1 0.000
O -4.441 2.746 7.386 -0.1 0.1 -0.2 0.000
C -4.668 2.859 6.027 -0.9 0.7 0.5 0.000
O -5.620 3.531 5.673 0.5 -0.4 0.3 0.000
C -3.767 2.147 5.156 0.6 -0.4 -0.6 0.000
C -4.068 2.081 3.778 -0.3 0.2 0.5 0.000
C -3.318 1.346 2.907 0.3 0.0 0.0 0.000
C -2.201 0.606 3.362 -0.3 -0.1 0.1 0.000
S -1.362 -0.484 2.378 0.5 -0.4 -0.2 0.006
C -1.846 0.745 4.724 0.2 -0.1 -0.1 0.000
C -2.603 1.479 5.589 -0.5 0.3 0.2 0.000
H -3.693 2.153 7.530 -0.1 0.0 -0.1 0.000
H -4.944 2.614 3.438 -0.1 0.1 0.0 0.000
H -3.572 1.300 1.856 0.0 0.0 0.0 0.000
H -0.958 0.227 5.064 0.0 0.0 0.0 0.000
H -2.277 1.536 6.626 0.1 0.0 0.0 0.000
C -0.177 -5.563 0.757 0.1 0.1 -0.1 0.013
C -0.753 -4.298 1.406 -0.4 -0.7 0.3 0.031
C -2.231 -4.119 1.037 0.1 0.1 -0.1 0.009
C -0.599 -4.333 2.932 0.1 0.2 0.0 0.014
C -0.027 -3.151 0.900 0.3 1.1 -0.4 0.151
N 0.515 -2.218 0.496 -2.5 -3.0 1.8 -0.116
H -0.730 -6.439 1.097 -0.1 0.0 0.1 0.001
H 0.873 -5.680 1.020 0.1 0.0 0.0 -0.001
H -0.247 -5.493 -0.326 0.0 0.0 -0.1 -0.001
H -2.819 -4.951 1.421 0.0 -0.1 0.1 0.001
H -2.353 -4.065 -0.043 0.0 0.0 -0.1 -0.001
H -2.601 -3.192 1.468 -0.1 0.1 0.0 -0.002
H -1.215 -5.125 3.355 0.0 -0.1 -0.1 0.001
H -0.911 -3.376 3.345 -0.1 0.1 0.1 -0.001
H 0.440 -4.502 3.208 0.1 0.0 0.0 -0.001
```
Forces are in eV/Å.

Calculated values
Orbital gap (alpha / beta): 0.14375 / 0.23603 hartree
DFT total energy: -4210.38925 Ha
Total charge: -2
LUMO energy (alpha / beta): 4.1 / 4.1 eV
Spin multiplicity: 4
⟨S²⟩: 3.8294